Entry 1:
Here is a structure of composition C11H44N10O11 from the OMol25 dataset. Energies are from the ωB97M-V functional and the def2-TZVPD basis.

## Properties
- charge = 0
- 2S+1 = 1

XYZ file:
```
76
Properties=species:S:1:pos:R:3:forces:R:3
C 22.720946 -14.333069 14.480515 -0.76 0.31 0.91
H 18.486381 -9.032888 16.599774 -0.39 -0.27 0.04
C 19.863517 -10.393174 16.893818 -1.21 -0.85 -1.60
C 22.610986 -11.620663 18.009413 3.52 5.50 2.63
H 19.271846 -12.266460 16.683796 0.19 0.18 -0.25
O 21.092895 -17.035602 20.140904 0.26 -2.76 1.58
N 22.564363 -9.444354 21.854953 2.83 3.07 3.95
C 21.904047 -15.003578 15.597921 0.27 -1.00 -3.28
H 21.473031 -16.291076 20.607179 -0.09 -0.24 -0.16
H 22.495816 -13.858672 17.074658 0.31 -0.18 -1.07
N 21.889395 -10.887822 20.506226 0.41 -3.85 -1.73
H 22.278649 -8.606446 22.341130 0.89 -0.10 0.59
C 20.803591 -13.919996 19.657346 0.81 1.84 -0.16
H 22.229217 -15.539358 17.412194 -0.31 -2.16 0.55
O 20.691018 -9.592165 17.246457 -1.84 4.66 -1.62
C 18.988013 -10.567652 19.411154 -2.52 0.07 0.56
N 21.614498 -13.974840 18.602644 -0.61 -5.75 6.92
H 22.815358 -9.904603 18.948847 0.45 0.12 -0.88
H 17.367715 -9.985631 20.824843 0.08 -0.29 -0.15
H 17.978164 -10.683904 16.246819 0.17 0.47 -0.01
H 22.525423 -11.552524 20.923048 -0.72 -0.02 -0.02
H 19.241445 -7.541625 20.576395 0.19 -0.81 0.16
H 23.157718 -10.164194 22.242102 -0.18 0.61 0.36
N 20.340513 -12.657577 19.851857 1.87 -3.36 -2.27
H 19.705127 -15.044279 21.624575 -0.15 -0.13 0.27
H 17.553603 -7.752819 20.697969 -0.33 0.19 -0.40
O 22.536990 -14.782450 16.816684 5.25 7.43 -9.11
H 19.501031 -15.187225 19.705591 -1.23 -1.08 -0.46
C 18.437560 -8.196080 20.239442 -1.33 0.25 -0.05
N 22.522706 -10.337797 18.084670 3.60 1.01 0.74
O 22.017595 -16.214568 18.056811 -1.34 -9.13 3.63
O 20.420256 -14.866589 20.371126 5.66 4.13 1.17
O 19.066591 -14.748472 22.273424 -0.35 -4.80 1.69
N 23.583850 -12.034856 18.739323 3.09 -3.38 1.72
H 23.896235 -11.356819 19.419604 0.65 -0.66 -0.40
H 20.336106 -13.650515 16.099873 0.11 -0.53 0.09
H 18.636517 -10.992964 24.182969 -0.51 0.14 0.02
H 18.768546 -16.497339 19.902964 0.13 -0.10 -0.04
C 18.389089 -9.712395 20.559851 2.17 0.87 -1.43
C 18.661781 -12.307684 22.808622 -0.53 2.52 3.30
N 20.070167 -11.652130 16.757149 -5.83 -0.50 -2.80
H 20.012010 -9.523675 21.650190 -0.10 0.77 -0.05
N 18.625232 -11.081877 23.176945 -2.95 -3.10 10.35
H 23.775519 -14.530378 14.672952 -0.01 0.39 0.13
H 22.413365 -13.297247 14.623949 0.73 0.51 -0.88
O 20.812338 -8.980108 20.590422 2.01 2.32 -1.21
H 20.010735 -10.302723 19.142891 -0.87 0.48 0.30
N 18.666935 -10.026494 16.583719 -3.91 2.54 -1.42
H 20.774025 -11.947445 19.279251 -2.06 -2.83 -1.37
C 21.730548 -9.716140 20.927656 -0.88 1.27 0.13
H 18.378215 -10.461121 18.513996 -0.05 0.13 0.74
H 21.690184 -13.163449 18.005976 -1.29 -4.01 2.42
H 22.076268 -14.857862 18.437888 -1.44 1.10 2.72
H 19.963314 -15.365716 16.414309 -0.03 0.21 0.27
H 19.666764 -12.521938 20.591969 0.26 0.49 0.44
H 18.950513 -11.626998 19.665060 -1.04 1.41 -0.44
H 21.649017 -16.931710 17.540971 -0.21 -0.47 0.12
H 18.696524 -10.360612 22.473543 -2.23 0.22 3.39
H 17.764643 -12.803459 24.433353 0.31 -0.52 0.01
H 18.531788 -14.156202 23.525901 -0.20 -0.71 0.54
H 18.419716 -8.092691 19.154506 -0.31 0.23 -0.02
H 22.523217 -14.731008 13.485203 -0.45 0.28 0.09
H 21.045093 -11.909041 16.697023 -1.80 0.13 -1.84
O 18.799091 -15.724732 19.338720 -4.64 -1.93 -3.08
O 19.026292 -12.599388 21.712654 -0.37 0.79 -3.92
H 21.559370 -17.059056 19.305393 0.03 0.26 0.30
O 21.770483 -12.295236 17.489326 6.80 3.25 -5.67
C 20.440080 -14.668754 15.725088 -0.66 0.41 0.06
N 18.359082 -13.177822 23.707700 -2.05 -1.18 4.26
H 18.916642 -13.827498 22.060027 0.36 -1.21 -1.95
H 19.813072 -14.651619 14.833650 0.55 -0.38 -0.46
H 22.046155 -16.044357 15.306897 -0.27 -0.48 0.93
H 23.663849 -13.031217 18.884118 0.19 0.06 0.64
H 21.810143 -9.911069 17.509985 -0.39 0.87 -0.24
O 19.176205 -9.991743 21.713021 2.62 6.05 -10.36
H 21.151016 -11.200300 19.892012 1.65 1.24 2.12
```
Forces are in eV/Å.



Entry 2:
Here is a cluster of 11 separate species, C11H44O11 in total from the OMol25 dataset. Energies are from the ωB97M-V functional and the def2-TZVPD basis.

## Properties
- charge = 0
- 2S+1 = 1
- SMILES string = CO.CO.CO.CO.CO.CO.CO.CO.CO.CO.CO

XYZ file:
```
66
Properties=species:S:1:pos:R:3:forces:R:3
H -0.571807 -4.455388 3.055220 0.05 -0.05 0.07
H 1.987316 0.784915 3.455305 0.00 -0.01 0.02
H -0.254887 -2.639214 4.154613 0.03 0.09 0.05
H -4.216035 -3.997600 -1.570152 -0.07 0.07 0.03
H -5.022569 -1.716824 -2.181210 0.05 -0.03 0.17
H -0.043457 -0.585598 -2.532554 -0.22 0.05 0.05
H 2.125794 4.970499 -0.155730 -0.01 -0.14 -0.13
O 1.213943 3.066741 -0.207259 0.13 0.38 0.23
H -1.907381 -2.702554 1.129907 0.08 -0.01 0.07
O 3.373133 1.722053 -1.407660 -0.08 -0.15 0.11
H 1.904238 2.577182 -0.682783 -0.11 -0.08 -0.18
C 0.622324 -0.083729 0.050620 -0.13 -0.11 0.18
C 2.722791 1.466014 3.032170 0.04 -0.05 -0.04
H -0.867649 -2.127309 -4.229514 0.05 0.06 0.03
H -2.912758 -2.013596 2.452207 0.14 -0.12 0.00
O 0.338903 -4.202327 2.892712 0.04 0.33 0.06
H -0.763218 -4.724682 -0.173933 -0.09 -0.07 -0.02
H 4.294263 2.574227 -3.065812 0.04 0.08 0.00
H 4.678348 3.265299 -1.469538 0.04 0.06 -0.04
C 0.641188 -3.034599 3.677455 -0.16 -0.39 -0.26
H -1.496973 2.839106 3.391895 -0.05 0.06 0.03
H 2.385013 2.488743 3.221961 0.00 -0.02 -0.01
H -1.016566 -1.018979 -0.268426 -0.18 0.07 -0.20
O 0.640348 -4.837137 -1.707843 0.01 -0.02 0.03
O -0.039459 -0.357881 -3.475265 0.20 -0.10 -0.07
H 0.074205 0.826139 0.298973 0.04 0.00 -0.11
O -1.540929 0.820404 3.300537 -0.02 -0.18 0.15
H -0.956634 2.198506 1.836289 -0.07 -0.04 0.08
H -1.783947 0.136961 2.666798 0.11 0.04 -0.14
H -2.189179 5.127817 -2.129164 -0.01 0.11 0.01
O -4.113518 -3.586608 -2.431667 0.07 0.13 -0.03
O -2.372701 -0.718792 0.920631 -0.08 -0.27 0.06
H -3.387009 -1.890192 -1.450897 0.03 0.12 -0.01
H 1.060448 -2.272012 3.023113 0.01 0.04 -0.01
H -3.169228 -0.207383 0.746416 0.00 0.02 -0.05
H 4.595095 1.873899 3.422400 0.00 -0.02 -0.03
H 3.219547 0.876119 -1.839108 -0.08 0.02 -0.04
H -1.385289 -4.983709 -1.836410 0.04 -0.17 0.07
C 1.867976 4.120366 0.484795 0.12 0.00 0.33
H 1.292235 -4.447169 -1.118943 0.03 0.01 -0.03
H 2.774099 3.751410 0.977750 0.01 0.09 -0.09
H -2.686097 2.213119 2.234012 0.04 0.01 0.07
O -1.480910 3.865371 -0.708964 -0.11 0.17 0.05
C -1.682570 2.066845 2.650233 0.11 0.18 -0.24
H 0.339941 -1.317283 -5.233360 0.01 0.03 0.00
H -0.816443 4.154542 -2.669815 -0.03 0.01 0.07
C -1.233916 4.710463 -1.820812 0.11 -0.30 -0.02
H 0.940119 -0.556096 0.987042 0.04 -0.02 -0.09
H 1.212066 4.496657 1.271208 -0.12 -0.10 -0.08
O 3.967174 1.188084 3.663071 -0.08 0.02 0.01
C -4.030543 -2.169322 -2.286294 -0.13 -0.32 -0.25
C 4.495060 2.345888 -2.017967 0.06 -0.05 -0.06
H -3.600191 -1.787364 -3.209775 0.11 0.03 0.06
H 0.847346 -2.230549 -3.801044 -0.02 0.06 -0.01
C -2.728132 -2.033850 1.374992 -0.38 0.21 0.16
H -0.539595 5.520823 -1.574545 -0.10 0.06 0.02
H 1.503091 0.189364 -0.521412 0.03 -0.03 -0.05
H -0.824146 -3.392848 -1.363354 0.09 -0.10 0.10
H 1.373608 -3.286552 4.442780 0.01 0.00 0.05
H -3.640677 -2.391691 0.894428 0.07 0.01 -0.10
H 5.378605 1.708201 -1.948856 0.03 0.05 0.00
C -0.642210 -4.468601 -1.231039 -0.11 0.38 -0.15
H 2.768456 1.294432 1.950555 0.00 0.06 0.03
O -0.170357 -0.977090 -0.734061 0.35 0.09 0.24
H -0.625759 3.539803 -0.398998 0.12 -0.15 -0.18
C 0.076063 -1.565464 -4.205922 -0.09 -0.11 -0.01
```
Forces are in eV/Å.



Entry 3:
Here is a cluster of 11 separate species, C11H44O11 in total from the OMol25 dataset. Energies are from the ωB97M-V functional and the def2-TZVPD basis.

## Properties
- charge = 0
- 2S+1 = 1
- SMILES string = CO.CO.CO.CO.CO.CO.CO.CO.CO.CO.CO

XYZ file:
```
66
Properties=species:S:1:pos:R:3:forces:R:3
O -0.716480 -1.685005 3.971275 -0.04 0.22 0.12
H 0.697905 0.605224 -3.460804 -0.18 -0.18 0.01
H 0.429352 -3.414903 4.013680 -0.09 -0.05 0.08
H 0.155176 1.009522 0.182031 0.32 0.04 -0.12
H 2.309953 -3.377465 0.164137 -0.32 0.13 0.05
H 0.998481 4.081007 -0.612330 0.13 -0.08 0.06
H 0.967346 0.039937 -1.102814 0.04 0.12 -0.04
H 1.125679 2.708734 -3.083108 -0.04 0.05 -0.09
H -4.471609 -2.338272 2.085925 -0.02 0.28 0.27
C 1.995789 -4.088995 0.934827 1.16 0.40 0.25
H 1.303299 -3.617629 1.628493 -0.46 -0.13 -0.32
H -2.577848 0.590468 -2.348061 -0.09 0.02 0.03
H 1.941712 -1.488243 2.513496 0.04 0.13 0.18
O -3.027148 1.974548 -3.832480 0.08 0.05 -0.29
C -4.317271 0.459649 1.021406 -0.17 -1.14 0.00
H 0.163016 -1.088362 0.928432 0.27 0.25 -0.11
H -1.309204 -3.674268 4.226356 -0.02 0.04 0.02
H 2.170240 -5.721943 -0.080096 -0.04 -0.03 -0.03
H 2.590304 4.850645 1.117208 -0.04 -0.10 -0.33
H -3.637473 -3.773943 2.595075 0.49 0.01 -0.37
O 1.790706 -0.712262 1.967281 -0.14 -0.20 -0.13
O 1.501109 2.878952 -2.206094 0.23 0.26 0.03
H -3.882564 1.729218 -2.004438 -0.03 0.00 0.03
H 3.811340 -0.225873 1.802377 0.03 0.03 0.04
H -0.955631 2.433150 -4.341512 -0.14 -0.12 0.20
H -2.333659 -2.830917 1.029539 0.39 0.28 -0.24
H -2.955745 1.461690 -4.642446 -0.13 -0.03 -0.02
O 3.935300 0.712799 -2.091588 -0.09 -0.38 -0.04
H -4.160483 0.356232 -3.098703 -0.09 0.13 -0.12
O 2.379813 3.788813 2.876594 0.17 -0.11 -0.22
C 3.361096 -0.377754 -2.817116 0.11 0.81 0.10
H 2.926515 0.592251 3.142648 0.07 -0.20 0.03
H 0.711112 0.385928 -5.200881 -0.13 0.05 -0.10
C -3.439246 1.110509 -2.779149 0.30 -0.17 0.28
O -0.376067 -0.982835 0.134132 -0.34 -0.05 -0.29
C -3.535096 -2.682958 2.526752 -0.34 -0.37 0.19
C 0.552862 3.693102 -1.520074 -0.16 -0.48 -0.16
H -0.775875 0.506486 -1.187212 0.16 -0.13 -0.26
H 2.063138 3.124465 0.941153 0.07 0.08 -0.30
C 0.117682 0.776253 -4.372948 0.52 -0.13 0.26
H 4.070409 -1.200013 -2.830493 0.07 0.00 0.10
H -2.430827 0.024088 0.979969 0.07 -0.03 0.02
O 1.459544 -5.264425 0.375710 -0.24 -0.10 0.19
H -3.408795 -2.373369 3.561960 -0.11 0.48 -0.11
C 2.699530 3.825576 1.477125 -0.14 0.16 0.93
H 2.898646 -4.271847 1.543157 -0.15 -0.25 -0.13
H -0.813250 0.212241 -4.304840 -0.10 0.16 -0.03
H -4.563051 -0.010807 1.982445 -0.03 0.44 0.15
H 3.170896 -0.063588 -3.848179 -0.11 -0.21 -0.04
C 2.861790 0.206799 2.121431 -0.02 0.34 0.11
H 3.740201 3.528312 1.382777 0.02 -0.05 -0.05
O -2.424748 -2.207411 1.756390 -0.48 -0.65 0.32
H 3.266530 1.407270 -2.032920 -0.02 0.09 0.01
H 1.430727 3.911011 2.964028 0.00 0.00 0.04
O -2.963627 0.831046 0.944961 0.07 0.19 -0.15
H -0.352830 -2.953888 5.528752 -0.03 0.10 0.05
C -0.486370 -2.986497 4.449697 0.25 -0.32 -0.23
H 2.430192 -0.697184 -2.345124 -0.01 -0.22 -0.12
H 2.640965 1.071334 1.499263 0.01 -0.17 -0.16
H -0.302755 3.060385 -1.263335 -0.19 0.34 0.14
C 0.047545 0.197877 -0.544579 -0.49 -0.05 0.84
H -1.135349 -1.742861 3.101720 -0.01 -0.05 -0.06
H -4.967990 1.308284 0.833927 0.15 0.19 0.10
H 0.224397 4.553470 -2.108285 0.00 -0.11 -0.14
H -4.571269 -0.329374 0.294110 0.07 0.26 -0.20
O -0.048036 2.175618 -4.540630 -0.06 0.17 -0.17
```
Forces are in eV/Å.



Computed relative energy (zero: lowest compared OMol25 entry of this formula, charge and spin), in the same sequence as the records: 26.5379, 1.7976, 1.8934 eV.
Computed highest occupied orbital energy, in the same sequence as the records: -7.89, -9.65, -9.96 eV.
Computed frontier orbital gap, in the same sequence as the records: 7.67, 9.91, 10.43 eV.